C43H54ClF2NP2Ti | ωB97M-V/def2-TZVPD

Calculated values
LUMO energy (hartree): -0.24692
Orbital gap (eV): 7.5
Highest occupied orbital energy (eV): -14.18
Strongest force on any atom (eV/A): 2.08

```
! wB97M-V def2-TZVPD RIJCOSX def2/J DEFGRID3
* xyz 2 1
Ti 0.872 0.009 0.069
Cl 1.059 -1.081 -2.127
C -0.435 -1.931 -2.375
C -1.031 -1.947 -3.618
C -2.177 -2.713 -3.785
C -2.685 -3.443 -2.723
C -2.088 -3.386 -1.472
C -0.942 -2.623 -1.276
P -0.048 -2.403 0.307
C 1.411 -3.493 0.116
C 2.191 -3.703 1.259
C 3.254 -4.584 1.227
C 3.584 -5.235 0.048
C 2.829 -5.015 -1.093
C 1.737 -4.162 -1.063
C -1.094 -3.308 1.494
C -0.676 -4.429 2.206
C -1.551 -5.049 3.082
C -2.837 -4.565 3.253
C -3.260 -3.456 2.538
C -2.394 -2.828 1.666
H -0.611 -1.389 -4.441
H -2.664 -2.741 -4.747
H -3.547 -4.074 -2.871
H -2.511 -3.946 -0.652
H 1.934 -3.207 2.186
H 3.818 -4.774 2.128
H 4.412 -5.922 0.026
H 3.084 -5.524 -2.010
H 1.132 -4.050 -1.953
H 0.313 -4.834 2.076
H -1.221 -5.914 3.634
H -3.510 -5.054 3.940
H -4.265 -3.079 2.664
H -2.722 -1.970 1.092
F 1.286 -0.947 2.576
C 2.140 -0.460 1.589
F 2.521 0.788 2.058
H 3.052 -1.088 1.614
C -4.462 0.154 -2.814
C -3.078 0.653 -2.555
C -2.358 1.309 -3.545
C -1.097 1.838 -3.297
C -0.340 2.553 -4.375
C -0.557 1.705 -2.023
C -1.248 1.031 -1.004
C -2.507 0.496 -1.296
N -0.649 0.943 0.265
C -1.277 1.541 1.439
C -2.379 2.555 1.110
C -2.913 3.177 2.407
C -3.486 2.084 3.312
C -2.389 1.071 3.638
C -1.246 1.772 4.369
C -0.694 2.890 3.486
C -1.786 3.898 3.140
C -0.148 2.254 2.207
C -1.882 0.446 2.336
H -4.714 0.211 -3.870
H -5.175 0.768 -2.265
H -4.574 -0.875 -2.476
H -2.795 1.436 -4.523
H -1.017 2.909 -5.147
H 0.377 1.878 -4.848
H 0.208 3.403 -3.970
H 0.383 2.200 -1.776
H -3.069 -0.025 -0.534
H -3.199 2.066 0.582
H -1.979 3.333 0.453
H -3.701 3.890 2.149
H -4.324 1.587 2.820
H -3.861 2.531 4.233
H -2.794 0.276 4.273
H -0.454 1.058 4.597
H -1.606 2.183 5.311
H 0.126 3.396 4.002
H -1.379 4.698 2.515
H -2.167 4.356 4.051
H 0.604 1.517 2.496
H 0.307 3.016 1.562
H -2.731 0.000 1.817
H -1.137 -0.333 2.542
C 5.060 1.420 1.107
C 4.643 1.254 -0.351
P 2.865 1.489 -0.845
C 3.061 1.264 -2.700
C 4.281 1.803 -3.447
C 2.594 3.297 -0.488
C 3.163 4.307 -1.481
H 6.145 1.503 1.151
H 4.782 0.569 1.718
H 4.643 2.316 1.563
H 4.934 0.256 -0.701
H 5.187 1.996 -0.943
H 2.144 1.629 -3.175
H 3.088 0.175 -2.835
H 4.314 2.887 -3.498
H 4.235 1.428 -4.469
H 5.206 1.435 -3.013
H 3.043 3.461 0.499
H 1.515 3.461 -0.375
H 4.238 4.192 -1.596
H 2.981 5.312 -1.103
H 2.688 4.231 -2.457
*
```

Mulliken population analysis, charges in e, atoms 1 to 4:
1 Ti -0.42
2 Cl -0.22
3 C 0.64
4 C -0.64

C32H37BrCdN4O2 | ωB97M-V/def2-TZVPD

Calculated values
LUMO energy (hartree): 0.00035
Orbital gap (eV): 7.3
Highest occupied orbital energy (eV): -7.30
Relative energy (zero: lowest compared OMol25 entry of this formula, charge and spin) (kcal per mole): 0.0
Strongest force on any atom (eV/A): 0.35

```
! wB97M-V def2-TZVPD RIJCOSX def2/J DEFGRID3
* xyz 0 1
Cd -0.039 -0.587 -0.802
C -0.901 2.149 -2.827
C -2.179 2.543 -2.079
C -3.246 1.447 -2.049
C -1.841 3.159 -0.731
C -1.911 4.543 -0.636
C -1.564 5.215 0.526
C -1.105 4.491 1.606
C -1.011 3.102 1.562
C -0.407 2.398 2.768
C 0.977 2.965 3.095
C -1.312 2.487 3.999
C -1.423 2.426 0.398
N -1.368 1.007 0.359
C -2.015 0.360 1.273
C -1.856 -1.026 1.523
C -2.532 -1.824 2.450
C -2.006 -3.104 2.317
C -1.027 -3.039 1.308
N -0.926 -1.786 0.844
C -0.172 -4.185 0.815
C 0.578 -3.807 -0.459
C 0.845 -4.556 1.904
C -1.066 -5.396 0.523
H -1.142 1.727 -3.804
H -0.316 1.395 -2.292
H -0.264 3.025 -2.967
H -2.611 3.363 -2.662
H -2.912 0.545 -1.550
H -3.510 1.166 -3.070
H -4.143 1.816 -1.547
H -2.253 5.104 -1.497
H -1.639 6.293 0.578
H -0.804 5.013 2.507
H -0.270 1.344 2.524
H 0.913 3.991 3.462
H 1.620 2.964 2.213
H 1.456 2.366 3.873
H -1.464 3.530 4.285
H -0.861 1.966 4.846
H -2.293 2.049 3.814
H -2.710 0.897 1.922
H -3.310 -1.496 3.123
H -2.293 -3.982 2.873
H 1.282 -2.993 -0.272
H -0.114 -3.508 -1.250
H 1.158 -4.661 -0.818
H 1.498 -3.708 2.124
H 1.467 -5.393 1.578
H 0.339 -4.841 2.827
H -1.800 -5.154 -0.247
H -1.606 -5.714 1.415
H -0.462 -6.237 0.175
Br 3.813 -1.670 -1.093
C 2.790 -1.686 -2.695
C 3.442 -2.073 -3.851
C 2.703 -2.111 -5.022
C 1.362 -1.777 -4.979
C 0.798 -1.415 -3.767
N 1.511 -1.356 -2.630
C -0.708 -1.103 -3.719
O -1.276 -1.027 -4.797
O -1.222 -1.000 -2.561
H 4.488 -2.338 -3.823
H 3.173 -2.407 -5.951
H 0.722 -1.787 -5.849
C 3.969 1.493 1.521
C 3.255 0.442 2.076
C 2.125 -0.011 1.420
N 1.709 0.517 0.268
C 2.383 1.541 -0.254
C 3.519 2.062 0.341
H 4.859 1.869 2.007
H 3.562 -0.022 3.003
H 1.531 -0.832 1.808
H 2.002 1.949 -1.183
H 4.037 2.892 -0.119
*
```

Mulliken population analysis, charges in e, atoms 1 to 4:
1 Cd 4.44
2 C -1.03
3 C 0.49
4 C -1.54